(1)
{"formula": "C32H43MnN3O", "method": "ωB97M-V/def2-TZVPD", "elements": ["Mn", "N", "N", "C", "C", "C", "C", "H", "H", "H", "C", "C", "H", "H", "H", "C", "C", "H", "H", "H", "C", "H", "H", "H", "C", "H", "H", "H", "C", "H", "C", "H", "C", "H", "C", "H", "C", "C", "H", "C", "C", "H", "C", "H", "N", "C", "C", "C", "H", "C", "C", "H", "H", "H", "C", "H", "C", "C", "H", "H", "H", "C", "H", "H", "H", "C", "C", "O", "C", "C", "H", "H", "H", "H", "H", "H", "H", "H", "H", "H"], "coordinates": [[0.129, 0.242, 0.001], [0.242, 2.322, 0.152], [1.858, 0.930, -1.992], [-0.935, -1.507, -0.299], [-1.318, -0.603, -1.353], [-1.946, 0.535, -0.744], [-2.626, 1.640, -1.470], [-2.383, 1.677, -2.540], [-2.359, 2.617, -1.047], [-3.720, 1.542, -1.386], [-2.001, 0.338, 0.677], [-2.757, 1.182, 1.640], [-3.813, 1.283, 1.367], [-2.388, 2.208, 1.643], [-2.681, 0.792, 2.658], [-1.382, -0.930, 0.958], [-1.393, -1.642, 2.253], [-1.640, -0.972, 3.082], [-0.443, -2.144, 2.468], [-2.165, -2.422, 2.243], [-1.302, -0.871, -2.812], [-2.276, -0.634, -3.268], [-1.054, -1.918, -3.015], [-0.558, -0.264, -3.340], [-0.393, -2.874, -0.430], [0.478, -3.010, 0.224], [-0.058, -3.123, -1.441], [-1.154, -3.610, -0.138], [-0.184, 3.265, 1.031], [-0.967, 3.047, 1.756], [0.356, 4.540, 1.090], [0.075, 5.165, 1.932], [1.269, 4.983, 0.135], [1.754, 5.955, 0.204], [1.488, 4.133, -0.934], [2.107, 4.379, -1.789], [0.891, 2.845, -0.957], [1.007, 2.004, -2.096], [0.463, 2.128, -3.036], [1.748, -0.115, -1.047], [2.949, 0.732, -2.841], [3.153, 1.436, -3.598], [3.541, -0.387, -2.435], [4.388, -0.890, -2.850], [2.771, -0.957, -1.421], [2.889, -2.371, -1.177], [2.516, -3.224, -2.251], [2.614, -4.603, -2.064], [2.247, -5.288, -2.848], [3.214, -5.143, -0.920], [3.325, -6.623, -0.730], [2.605, -6.967, 0.018], [4.322, -6.902, -0.390], [3.114, -7.138, -1.667], [3.711, -4.267, 0.063], [4.237, -4.683, 0.924], [3.623, -2.880, -0.086], [4.369, -1.964, 0.845], [5.028, -1.287, 0.288], [5.008, -2.554, 1.504], [3.719, -1.361, 1.489], [2.003, -2.713, -3.577], [2.703, -2.015, -4.047], [1.021, -2.229, -3.511], [1.902, -3.570, -4.250], [2.140, -1.157, 4.397], [1.885, -0.457, 3.070], [0.709, 0.357, 3.028], [0.681, 1.474, 3.934], [0.019, 1.153, 5.263], [2.976, -1.866, 4.324], [1.271, -1.754, 4.711], [2.407, -0.422, 5.167], [2.747, 0.168, 2.800], [1.779, -1.219, 2.283], [1.711, 1.849, 4.030], [0.073, 2.227, 3.408], [0.560, 0.397, 5.839], [-0.016, 2.071, 5.856], [-1.023, 0.850, 5.105]], "atomic_forces_ev_per_a": [[0.6, 2.2, 0.1], [0.1, -0.3, 0.0], [1.1, -2.6, 0.6], [-1.4, 0.8, 0.7], [-1.2, 0.4, 1.0], [-0.4, -1.5, -0.2], [0.0, 0.6, -0.1], [0.1, -0.1, 0.3], [0.0, -0.1, -0.1], [0.1, 0.0, 0.0], [0.5, -1.5, -0.6], [0.1, 0.5, 0.1], [-0.1, -0.3, 0.0], [-0.2, -0.2, 0.1], [-0.1, 0.0, 0.0], [-0.9, 0.0, -1.1], [-0.1, -0.3, 0.5], [0.2, -0.1, -0.1], [-0.1, 0.1, 0.1], [0.0, -0.1, 0.0], [0.4, 0.1, -0.6], [0.1, -0.2, 0.1], [-0.2, 0.1, 0.0], [0.0, 0.0, 0.1], [0.4, -0.6, 0.1], [-0.1, -0.2, -0.2], [0.0, 0.1, 0.1], [0.0, 0.0, 0.0], [0.4, 1.2, 1.0], [0.4, -0.2, -0.1], [-0.5, -0.4, 0.5], [-0.2, 0.2, 0.0], [0.4, 1.1, 0.7], [-0.1, -0.1, 0.1], [-0.8, -2.2, -0.8], [-0.1, 0.1, 0.0], [0.9, 2.1, 0.0], [-1.3, 0.6, -1.3], [0.4, 0.1, 0.3], [1.2, 1.1, -2.6], [-1.0, 0.2, 1.5], [0.3, 0.6, -0.5], [0.0, -1.0, -0.1], [0.2, -0.4, 0.0], [0.7, 0.3, 0.4], [0.6, 0.8, 1.0], [-0.6, -1.5, -0.9], [0.4, 0.5, 0.0], [0.2, 0.4, 0.3], [-0.9, -0.9, -0.8], [-0.3, 0.6, -0.1], [0.0, -0.3, 0.2], [0.3, -0.2, 0.1], [0.0, -0.2, -0.1], [0.7, 1.2, 0.8], [0.1, 0.1, -0.1], [-0.3, -0.5, -0.3], [0.0, 0.0, 0.3], [-0.2, 0.0, 0.0], [0.0, -0.1, 0.0], [0.1, 0.0, -0.3], [0.0, -0.3, 0.1], [-0.2, 0.0, 0.0], [0.2, 0.2, 0.0], [-0.1, 0.0, 0.0], [0.1, -0.2, 0.3], [-0.2, 0.2, -0.2], [0.2, -0.2, 0.6], [0.0, -0.5, -1.0], [0.0, 0.2, 0.2], [-0.1, 0.2, -0.2], [0.1, 0.3, 0.0], [-0.1, -0.3, 0.0], [0.0, 0.0, 0.0], [-0.2, 0.4, 0.1], [-0.2, 0.1, 0.2], [0.4, -0.1, 0.2], [-0.2, 0.1, -0.1], [0.0, 0.0, 0.1], [0.3, -0.2, 0.0]], "homo_ev": [2.4, 0.7], "charge": -2, "max_force_ev_per_a": 3.14, "total_energy_ha": -2635.3934, "de_lowest_kcal_mol": 49.37, "multiplicity": 6, "lumo_ev": [4.57, 4.47]}

(2)
{"formula": "C32H44BF4N2NaP2Se", "method": "ωB97M-V/def2-TZVPD", "elements": ["Na", "C", "C", "C", "C", "C", "H", "H", "H", "H", "H", "C", "P", "C", "N", "C", "C", "C", "C", "C", "C", "N", "C", "P", "C", "C", "C", "C", "C", "C", "C", "C", "C", "H", "H", "H", "H", "H", "H", "H", "H", "H", "H", "H", "H", "H", "H", "H", "H", "H", "H", "H", "H", "H", "H", "H", "H", "H", "H", "H", "H", "C", "C", "C", "C", "C", "C", "Se", "C", "C", "C", "H", "H", "H", "H", "H", "H", "H", "H", "H", "H", "H", "F", "B", "F", "F", "F"], "coordinates": [[-1.772, 0.796, -1.014], [-2.193, 2.818, -3.189], [-3.221, 2.435, -2.296], [-3.268, 3.407, -1.259], [-2.285, 4.372, -1.522], [-1.621, 4.016, -2.706], [-1.939, 2.317, -4.112], [-3.922, 1.619, -2.440], [-3.968, 3.417, -0.433], [-2.057, 5.230, -0.905], [-0.786, 4.547, -3.144], [1.647, -0.712, -3.442], [-0.015, -0.999, -2.704], [0.471, -2.440, -1.607], [0.876, -3.546, -2.160], [1.278, -4.563, -1.351], [1.686, -5.794, -1.922], [2.115, -6.808, -1.120], [2.160, -6.638, 0.290], [1.772, -5.463, 0.857], [1.317, -4.397, 0.039], [0.960, -3.216, 0.611], [0.520, -2.263, -0.158], [0.114, -0.585, 0.563], [1.851, -0.105, 0.921], [-0.554, -0.900, 2.279], [-0.923, 0.497, 2.802], [0.408, -1.557, 3.266], [-1.823, -1.739, 2.143], [-0.955, -1.740, -4.138], [-1.210, -0.556, -5.080], [-2.294, -2.230, -3.588], [-0.273, -2.861, -4.919], [2.096, -1.647, -3.781], [2.290, -0.253, -2.689], [1.558, -0.011, -4.271], [1.642, -5.896, -2.999], [2.423, -7.750, -1.556], [2.508, -7.451, 0.916], [1.794, -5.306, 1.928], [2.384, -0.922, 1.414], [1.834, 0.800, 1.527], [2.348, 0.161, -0.012], [-0.055, 1.153, 2.890], [-1.380, 0.388, 3.793], [-1.637, 1.008, 2.154], [1.261, -0.908, 3.479], [0.780, -2.517, 2.901], [-0.125, -1.722, 4.209], [-2.536, -1.303, 1.443], [-2.320, -1.808, 3.117], [-1.614, -2.751, 1.795], [-1.673, 0.282, -4.560], [-1.891, -0.880, -5.874], [-0.292, -0.199, -5.552], [-2.846, -1.439, -3.079], [-2.177, -3.046, -2.875], [-2.919, -2.589, -4.412], [0.654, -2.521, -5.389], [-0.952, -3.182, -5.717], [-0.042, -3.721, -4.291], [2.708, 5.217, 5.936], [2.216, 4.726, 4.598], [3.095, 4.392, 3.578], [2.655, 3.931, 2.338], [3.675, 3.597, 1.286], [1.275, 3.781, 2.072], [0.654, 3.154, 0.382], [0.377, 4.131, 3.111], [-1.117, 4.030, 2.923], [0.859, 4.585, 4.335], [3.791, 5.349, 5.928], [2.466, 4.515, 6.740], [2.257, 6.177, 6.203], [4.165, 4.498, 3.746], [4.681, 3.859, 1.627], [3.451, 4.119, 0.354], [3.647, 2.533, 1.035], [-1.374, 4.050, 1.864], [-1.623, 4.851, 3.439], [-1.503, 3.092, 3.334], [0.140, 4.850, 5.109], [-2.707, -3.041, -0.577], [-3.954, -2.363, -0.600], [-4.714, -2.814, -1.686], [-4.632, -2.581, 0.604], [-3.697, -0.968, -0.752]], "atomic_forces_ev_per_a": [[-0.2, 0.5, -0.1], [0.0, 0.1, 0.1], [-0.1, 0.1, 0.0], [-0.1, -0.2, -0.1], [-0.1, 0.0, -0.1], [0.0, -0.2, -0.1], [0.1, 0.0, -0.1], [0.0, 0.0, 0.0], [0.0, 0.0, 0.0], [0.1, -0.1, 0.1], [0.0, 0.0, 0.0], [0.0, 0.0, 0.2], [0.0, -0.1, 0.0], [0.0, 0.3, 0.2], [0.0, -0.2, -0.1], [0.0, -0.1, 0.0], [-0.1, 0.2, 0.0], [0.0, -0.1, 0.3], [0.0, -0.2, -0.3], [-0.1, 0.2, 0.0], [0.0, -0.1, 0.1], [0.0, -0.1, 0.1], [-0.1, 0.2, -0.3], [0.1, -0.1, 0.3], [0.0, -0.2, -0.1], [0.0, -0.1, 0.0], [0.0, -0.1, 0.0], [0.1, 0.0, 0.0], [0.0, 0.0, 0.0], [0.0, -0.1, 0.0], [0.0, -0.1, -0.1], [0.0, -0.1, 0.0], [0.0, -0.1, 0.0], [0.0, 0.0, 0.0], [0.0, 0.0, 0.0], [0.0, 0.0, 0.0], [0.0, 0.0, 0.0], [0.0, 0.0, 0.0], [0.0, 0.0, 0.0], [0.0, 0.0, 0.0], [0.0, 0.0, 0.0], [0.0, 0.0, 0.0], [0.0, 0.0, 0.0], [0.0, 0.0, 0.0], [0.0, 0.0, 0.0], [0.0, -0.1, 0.0], [0.0, 0.0, 0.0], [-0.1, 0.1, 0.0], [0.0, 0.0, 0.0], [0.0, 0.0, 0.0], [0.0, 0.0, 0.0], [0.0, 0.0, 0.0], [0.0, 0.0, 0.0], [0.0, 0.0, 0.0], [0.0, 0.0, 0.0], [0.0, 0.0, 0.0], [0.0, 0.0, 0.0], [0.0, 0.0, 0.0], [0.0, 0.0, 0.0], [0.0, 0.0, 0.0], [-0.1, 0.1, -0.1], [0.0, 0.0, 0.0], [0.0, 0.0, 0.0], [0.0, 0.0, 0.0], [0.0, -0.1, 0.0], [0.0, 0.0, 0.0], [0.0, -0.1, 0.1], [0.1, 0.1, 0.0], [0.0, 0.0, 0.0], [0.0, 0.1, 0.0], [0.0, 0.0, 0.0], [0.0, 0.0, 0.0], [0.0, 0.0, 0.0], [0.0, 0.0, 0.0], [0.0, 0.0, 0.0], [0.0, 0.0, 0.0], [0.0, 0.0, 0.0], [0.0, 0.0, 0.0], [0.0, 0.0, 0.0], [0.0, 0.0, 0.0], [0.0, 0.0, 0.0], [0.0, 0.0, 0.0], [0.0, 0.0, 0.0], [0.1, -0.1, 0.0], [0.0, 0.0, 0.0], [0.0, 0.0, 0.0], [0.2, 0.1, 0.0]], "homo_ev": -1.0, "charge": -2, "max_force_ev_per_a": 0.54, "total_energy_ha": -5026.3845, "de_lowest_kcal_mol": 15.64, "lumo_ev": 3.55}